Entry 1:
{"formula": "C18H33N5O6Sr", "method": "wB97M-V/def2-TZVPD", "orbital_gap_ev": [4.73, 3.67], "species": ["O", "H", "Sr", "N", "N", "N", "N", "O", "O", "O", "O", "C", "C", "C", "C", "C", "H", "H", "H", "C", "H", "H", "H", "C", "C", "H", "H", "H", "H", "H", "H", "H", "H", "C", "H", "H", "H", "O", "H", "H", "C", "N", "C", "C", "C", "C", "C", "C", "C", "C", "H", "H", "H", "H", "H", "H", "H", "H", "H", "H", "H", "H", "H"], "xyz": [[2.441, 2.571, -2.121], [3.596, 2.597, -2.077], [0.135, 1.427, -1.348], [-0.420, 3.186, 0.511], [1.054, 1.249, 1.164], [-0.716, -0.465, -3.031], [1.242, -0.970, -1.481], [-1.290, 4.013, 0.096], [-1.779, -0.174, -3.716], [2.287, -1.269, -0.619], [1.677, 0.122, 1.497], [0.808, 2.114, 2.177], [-0.057, 3.191, 1.828], [-0.233, -1.721, -3.141], [0.905, -1.983, -2.299], [-0.484, 4.225, 2.797], [0.386, 4.784, 3.173], [-0.974, 3.763, 3.667], [-1.178, 4.924, 2.322], [1.362, 2.001, 3.558], [1.927, 2.909, 3.819], [2.034, 1.138, 3.621], [0.559, 1.890, 4.303], [-0.797, -2.760, -4.042], [1.589, -3.307, -2.351], [-1.659, -2.359, -4.583], [-1.109, -3.646, -3.470], [-0.040, -3.092, -4.766], [2.491, -3.299, -1.733], [1.864, -3.546, -3.388], [0.919, -4.109, -2.000], [-1.837, 1.325, -3.221], [2.118, -0.643, 0.177], [4.789, 2.994, -2.298], [4.722, 4.017, -2.670], [5.232, 2.340, -3.054], [5.349, 2.955, -1.359], [-1.559, 2.151, -2.673], [2.223, 3.387, -2.601], [-2.210, 2.862, -2.797], [-0.938, -1.335, 3.175], [-0.006, -1.780, 2.107], [0.969, -2.766, 2.639], [-0.721, -2.365, 0.899], [-1.892, -1.528, 0.473], [-3.187, -2.109, 0.493], [-4.305, -1.311, 0.233], [-4.137, 0.045, -0.053], [-2.827, 0.592, -0.101], [-1.748, -0.226, 0.087], [-1.616, -2.160, 3.427], [-1.507, -0.462, 2.842], [-0.337, -1.072, 4.055], [0.579, -0.920, 1.781], [0.436, -3.688, 2.898], [1.725, -2.971, 1.873], [1.440, -2.344, 3.532], [0.035, -2.436, 0.104], [-1.036, -3.380, 1.181], [-3.284, -3.169, 0.742], [-5.304, -1.754, 0.266], [-4.998, 0.688, -0.243], [-2.708, 1.663, -0.280]]}

=====

Entry 2:
{"formula": "C7H14N2S", "method": "wB97M-V/def2-TZVPD", "orbital_gap_ev": 9.44, "smiles": "CC(C)=N/N=C1/C[C@H]1C.S", "relative_energy_ev": 4.560, "species": ["C", "C", "C", "C", "C", "C", "C", "N", "N", "S", "H", "H", "H", "H", "H", "H", "H", "H", "H", "H", "H", "H", "H", "H"], "xyz": [[1.828, -1.766, -0.349], [1.817, -0.387, 0.489], [0.763, -0.856, -0.408], [2.705, 0.820, 0.168], [-2.143, 0.464, 0.791], [-2.057, 2.548, -0.586], [-1.514, 1.196, -0.332], [-0.206, -0.442, -1.061], [-0.572, 0.803, -1.056], [-1.156, -3.709, -0.024], [2.446, -1.892, -1.167], [1.770, -2.590, 0.313], [1.663, -0.616, 1.552], [2.623, 1.622, 1.026], [2.381, 1.293, -0.705], [3.712, 0.435, -0.051], [-2.458, -0.516, 0.743], [-1.381, 0.546, 1.685], [-3.011, 1.017, 1.113], [-3.129, 2.363, -0.790], [-1.598, 2.967, -1.426], [-1.886, 3.309, 0.288], [0.233, -4.197, -0.183], [-0.832, -2.412, -0.033]]}

=====

Entry 3:
{"formula": "C11H22N2O4", "method": "wB97M-V/def2-TZVPD", "orbital_gap_ev": 9.99, "smiles": "C[C@@H]1COC(=O)C1.CNC(C)=O.CNC(C)=O", "relative_energy_ev": 1.313, "species": ["C", "C", "C", "O", "C", "O", "C", "H", "H", "H", "H", "H", "H", "H", "H", "C", "C", "O", "N", "C", "H", "H", "H", "H", "H", "H", "H", "C", "C", "O", "N", "C", "H", "H", "H", "H", "H", "H", "H"], "xyz": [[-0.395, 0.749, 1.126], [-1.790, 0.989, 1.724], [-2.754, -0.206, 1.472], [-3.683, 0.209, 0.440], [-3.215, 1.374, -0.089], [-3.288, 1.638, -1.249], [-2.557, 2.122, 1.040], [-0.114, 1.551, 0.440], [0.365, 0.676, 1.901], [-0.354, -0.188, 0.572], [-1.713, 1.159, 2.796], [-3.329, -0.512, 2.345], [-2.198, -1.063, 1.093], [-1.975, 2.984, 0.729], [-3.362, 2.454, 1.701], [-0.241, 3.072, -2.601], [0.781, 3.997, -1.985], [0.461, 4.944, -1.288], [2.096, 3.730, -2.229], [2.659, 2.657, -3.018], [-1.231, 3.413, -2.313], [-0.169, 3.065, -3.690], [-0.109, 2.049, -2.246], [2.727, 4.380, -1.788], [3.303, 2.017, -2.411], [3.247, 3.045, -3.852], [1.863, 2.041, -3.426], [-0.250, -4.362, 0.920], [0.769, -3.399, 1.485], [0.463, -2.270, 1.832], [2.052, -3.834, 1.593], [2.593, -5.128, 1.235], [-1.212, -3.859, 0.903], [0.012, -4.665, -0.094], [-0.327, -5.260, 1.535], [2.679, -3.145, 1.978], [3.024, -5.627, 2.104], [3.367, -5.032, 0.472], [1.806, -5.762, 0.838]]}

=====

Entry 4:
{"formula": "C5H7N3", "method": "wB97M-V/def2-TZVPD", "orbital_gap_ev": 10.41, "smiles": "c1n[nH]cc1[C@H]1CN1", "relative_energy_ev": 5.875, "species": ["C", "C", "C", "C", "C", "H", "H", "H", "H", "H", "H", "H", "N", "N", "N"], "xyz": [[-2.175, 0.796, 0.119], [-1.133, -0.468, 0.319], [0.276, -0.060, -0.073], [1.168, 1.088, 0.054], [1.180, -1.039, -0.095], [-2.911, 1.129, 0.950], [-1.525, 1.508, -0.612], [-1.941, -0.385, -1.379], [-1.062, -1.285, 1.286], [0.870, 2.134, -0.374], [3.518, -0.909, 0.328], [1.126, -2.045, 0.188], [-2.345, -0.670, -0.456], [2.409, 0.781, -0.138], [2.544, -0.576, -0.117]]}

=====

Entry 5:
{"formula": "C2H2F2INO2", "method": "wB97M-V/def2-TZVPD", "orbital_gap_ev": 10.17, "smiles": "NC(F)(F)I.O=C=O", "relative_energy_ev": 0.000, "species": ["C", "C", "N", "O", "O", "F", "F", "I", "H", "H"], "xyz": [[-0.079, -2.641, -0.367], [0.223, 1.049, -0.177], [-0.544, 1.414, 0.924], [-0.419, -2.001, 0.529], [0.273, -3.213, -1.298], [0.733, 2.137, -0.900], [-0.404, 0.351, -1.161], [2.027, 0.052, 0.441], [-0.774, 0.640, 1.442], [-1.038, 2.212, 0.568]]}

=====

Entry 6:
{"formula": "C22H38F3N6O6PS", "method": "wB97M-V/def2-TZVPD", "orbital_gap_ev": 5.70, "smiles": "N=[PH2]c1cc2nsnc2c(N(C(=O)F)C(=O)F)c1CCF.COCCNCCOC.COCCNCCOC", "species": ["N", "P", "C", "C", "C", "N", "S", "N", "C", "C", "N", "C", "O", "F", "C", "O", "F", "C", "C", "C", "F", "H", "H", "H", "H", "H", "H", "H", "H", "C", "O", "C", "C", "N", "C", "C", "O", "C", "H", "H", "H", "H", "H", "H", "H", "H", "H", "H", "H", "H", "H", "H", "H", "C", "O", "C", "C", "N", "C", "C", "O", "C", "H", "H", "H", "H", "H", "H", "H", "H", "H", "H", "H", "H", "H", "H", "H"], "xyz": [[4.023, 3.171, 1.712], [4.155, 2.437, 0.239], [2.323, 2.352, -0.420], [1.286, 3.555, -0.003], [-0.276, 3.474, -0.515], [-1.376, 4.512, -0.218], [-2.738, 3.757, -1.046], [-2.171, 2.231, -1.757], [-0.696, 2.142, -1.434], [0.333, 0.950, -1.890], [-0.002, -0.268, -2.721], [-0.388, -1.467, -1.884], [-0.430, -2.710, -2.437], [-0.691, -1.396, -0.406], [-0.989, 0.024, -3.829], [-2.229, -0.537, -3.898], [-0.654, 0.928, -4.992], [1.914, 1.061, -1.357], [2.953, -0.166, -1.781], [3.246, -0.260, -3.391], [4.156, -1.416, -3.734], [4.628, 4.020, 1.645], [5.036, 3.159, -0.660], [4.653, 1.100, 0.524], [1.635, 4.468, 0.646], [3.987, -0.043, -1.237], [2.499, -1.206, -1.419], [2.277, -0.436, -4.053], [3.755, 0.744, -3.784], [-0.068, -10.477, -3.254], [0.424, -9.549, -4.211], [-0.611, -8.744, -4.792], [-0.442, -7.277, -4.369], [-0.749, -7.098, -2.946], [-0.379, -5.777, -2.429], [1.123, -5.431, -2.397], [1.878, -6.223, -1.478], [2.348, -7.453, -2.011], [0.761, -11.117, -2.943], [-0.451, -9.956, -2.373], [-0.851, -11.106, -3.688], [-1.614, -9.121, -4.551], [-0.487, -8.810, -5.877], [-1.114, -6.650, -4.966], [0.589, -6.983, -4.587], [-0.251, -7.804, -2.409], [-0.757, -5.729, -1.401], [-0.916, -5.007, -2.995], [1.208, -4.399, -2.037], [1.580, -5.438, -3.393], [2.563, -7.392, -3.082], [1.631, -8.250, -1.809], [3.275, -7.713, -1.490], [-2.241, 8.664, 6.468], [-2.620, 7.329, 6.770], [-3.814, 6.920, 6.088], [-3.491, 5.818, 5.068], [-2.722, 6.352, 3.939], [-2.180, 5.314, 3.056], [-1.113, 4.373, 3.652], [0.117, 5.025, 3.970], [0.156, 5.607, 5.266], [-1.392, 8.929, 7.105], [-1.926, 8.749, 5.425], [-3.060, 9.359, 6.672], [-4.333, 7.766, 5.617], [-4.483, 6.506, 6.849], [-4.426, 5.385, 4.696], [-2.930, 5.036, 5.588], [-1.946, 6.905, 4.298], [-1.730, 5.835, 2.204], [-3.007, 4.716, 2.656], [-0.866, 3.637, 2.878], [-1.487, 3.796, 4.504], [-0.447, 5.055, 5.993], [-0.162, 6.650, 5.220], [1.195, 5.601, 5.608]]}

=====

Entry 7:
{"formula": "C3H10N4", "method": "wB97M-V/def2-TZVPD", "orbital_gap_ev": 9.13, "relative_energy_ev": 2.409, "species": ["C", "C", "N", "C", "N", "N", "N", "H", "H", "H", "H", "H", "H", "H", "H", "H", "H"], "xyz": [[-1.683, -1.057, 0.136], [2.076, -0.365, 0.571], [-0.990, 0.270, -1.259], [0.275, 0.398, -0.825], [0.728, 1.713, -0.756], [-2.127, -0.416, 1.236], [0.863, -0.595, -0.182], [-1.050, -0.428, -1.993], [0.319, 2.321, -1.449], [1.711, 1.849, -0.591], [-3.011, 0.079, 1.208], [-1.415, 0.062, 1.777], [-2.498, -1.549, -0.399], [-0.449, -1.326, 0.190], [2.346, -1.289, 1.083], [1.985, 0.427, 1.331], [2.922, -0.095, -0.078]]}

=====

Entry 8:
{"formula": "C34H34N3O3PSTi", "method": "wB97M-V/def2-TZVPD", "multiplicity": 3, "orbital_gap_ev": [6.75, 7.46], "relative_energy_ev": 0.000, "s2": 2.004, "species": ["Ti", "C", "N", "C", "C", "C", "C", "C", "C", "C", "N", "C", "C", "C", "C", "C", "C", "N", "C", "C", "H", "H", "H", "H", "H", "H", "H", "H", "H", "H", "H", "H", "H", "H", "H", "H", "H", "H", "H", "H", "O", "S", "O", "O", "C", "C", "C", "C", "C", "C", "P", "C", "C", "C", "C", "C", "C", "C", "C", "C", "C", "C", "C", "H", "H", "H", "H", "H", "H", "H", "H", "H", "H", "H", "H", "H", "H"], "xyz": [[13.143, 7.145, 9.700], [13.186, 6.548, 12.902], [14.036, 6.519, 11.685], [14.247, 5.087, 11.303], [15.270, 7.282, 11.773], [15.931, 7.494, 12.980], [17.167, 8.108, 13.031], [17.577, 8.756, 11.876], [16.938, 8.544, 10.661], [15.821, 7.732, 10.574], [15.187, 7.352, 9.421], [15.858, 7.133, 8.244], [17.261, 6.998, 8.121], [17.832, 6.771, 6.880], [17.006, 6.656, 5.753], [15.631, 6.736, 5.888], [15.064, 7.011, 7.105], [13.617, 7.222, 7.232], [12.785, 6.041, 6.934], [13.264, 8.411, 6.426], [13.626, 5.906, 13.700], [12.186, 6.142, 12.711], [13.107, 7.572, 13.274], [14.866, 4.580, 12.022], [14.739, 5.033, 10.328], [13.286, 4.554, 11.285], [15.476, 7.167, 13.887], [17.676, 8.245, 13.989], [18.511, 9.342, 11.960], [17.312, 9.020, 9.766], [17.854, 7.036, 9.031], [18.894, 6.676, 6.757], [17.435, 6.492, 4.738], [15.050, 6.643, 4.990], [12.701, 5.921, 5.849], [11.790, 6.182, 7.343], [13.294, 5.210, 7.416], [13.564, 8.304, 5.378], [13.738, 9.258, 6.886], [12.221, 8.607, 6.409], [9.845, 6.407, 8.511], [9.945, 6.470, 9.950], [9.197, 5.507, 10.708], [11.363, 6.493, 10.427], [9.254, 8.038, 10.412], [7.987, 8.081, 10.999], [7.320, 9.302, 11.131], [7.966, 10.466, 10.761], [9.268, 10.433, 10.252], [9.937, 9.223, 10.141], [11.752, 9.357, 9.841], [12.363, 10.069, 11.431], [11.536, 10.099, 12.534], [12.071, 10.373, 13.758], [13.434, 10.586, 13.899], [14.241, 10.712, 12.793], [13.704, 10.437, 11.528], [11.626, 10.737, 8.632], [12.214, 11.990, 8.704], [12.022, 12.930, 7.685], [11.219, 12.641, 6.597], [10.680, 11.339, 6.482], [10.909, 10.412, 7.485], [7.505, 7.163, 11.179], [6.381, 9.333, 11.597], [7.507, 11.412, 10.861], [9.762, 11.401, 10.006], [10.520, 9.814, 12.467], [11.425, 10.269, 14.632], [13.780, 10.804, 14.890], [15.281, 10.908, 12.928], [14.330, 10.436, 10.657], [12.801, 12.266, 9.592], [12.462, 13.913, 7.760], [11.000, 13.422, 5.890], [10.100, 11.074, 5.623], [10.522, 9.420, 7.344]]}

=====

Entry 9:
{"formula": "C5H13N2", "method": "wB97M-V/def2-TZVPD", "orbital_gap_ev": 11.52, "smiles": "NC[C@H]1CCC[NH2+]1", "relative_energy_ev": 2.180, "total_charge": 1, "species": ["C", "N", "C", "N", "C", "C", "C", "H", "H", "H", "H", "H", "H", "H", "H", "H", "H", "H", "H", "H"], "xyz": [[1.325, 0.663, 0.605], [0.897, 2.104, 0.669], [0.784, -0.036, -0.693], [-0.634, 0.553, -0.710], [-1.499, -0.173, 0.214], [-1.116, -1.601, 0.048], [0.371, -1.455, -0.546], [2.382, 0.636, 0.625], [0.979, 0.210, 1.502], [1.566, 2.717, 0.105], [1.061, 2.365, 1.628], [1.246, 0.372, -1.601], [-0.723, 1.526, -0.365], [-0.955, 0.382, -1.639], [-1.335, 0.236, 1.294], [-2.479, 0.061, -0.169], [-1.945, -2.099, -0.546], [-1.250, -2.320, 0.908], [0.437, -2.117, -1.506], [0.888, -2.025, 0.178]]}

=====

Entry 10:
{"formula": "C6H12O7S2", "method": "wB97M-V/def2-TZVPD", "orbital_gap_ev": 9.82, "smiles": "O=C1SC[C@@H](O)[C@@H](O)[C@H]1O.CS(=O)(=O)O", "species": ["C", "C", "C", "C", "C", "C", "O", "O", "O", "O", "O", "O", "O", "S", "S", "H", "H", "H", "H", "H", "H", "H", "H", "H", "H", "H", "H"], "xyz": [[-1.500, 0.298, -1.465], [-1.525, -1.187, -1.509], [-0.831, -1.731, -0.306], [0.676, -1.560, -0.413], [1.191, -0.134, -0.777], [0.476, 3.037, 3.064], [-0.281, 2.669, 0.600], [2.047, 2.325, 1.206], [-1.011, -1.638, -2.765], [-1.098, -3.064, -0.307], [1.176, -2.384, -1.447], [2.339, 0.251, -0.550], [0.351, 0.616, 1.845], [0.207, 0.924, -1.653], [0.527, 2.054, 1.625], [-2.224, 0.711, -2.227], [-1.803, 0.722, -0.395], [-2.589, -1.489, -1.449], [-1.377, -1.353, 0.507], [1.199, -1.731, 0.567], [-0.556, 3.164, 3.389], [0.799, 2.355, 3.818], [1.100, 3.930, 3.297], [-0.038, -1.710, -2.646], [-1.055, -3.465, -1.274], [1.413, -3.275, -1.175], [2.388, 1.668, 0.441]]}

=====

Entry 11:
{"formula": "C3H2I2O2", "method": "wB97M-V/def2-TZVPD", "orbital_gap_ev": [7.92, 6.45], "relative_energy_ev": 2.886, "species": ["C", "C", "C", "O", "O", "I", "I", "H", "H"], "xyz": [[0.003, -0.161, 1.249], [0.903, 0.127, -0.607], [-0.459, -0.511, -0.135], [-0.491, -0.399, 2.299], [1.119, 0.418, 0.887], [-2.331, 2.039, -0.495], [-1.205, -2.191, -1.060], [1.624, -0.549, -1.054], [0.837, 1.226, -1.084]]}

=====

Entry 12:
{"formula": "C12H18Ag2NO9", "method": "wB97M-V/def2-TZVPD", "multiplicity": 4, "orbital_gap_ev": [8.37, 4.41], "total_charge": 4, "s2": 3.768, "species": ["Ag", "Ag", "N", "O", "O", "O", "O", "C", "O", "C", "C", "C", "H", "H", "H", "H", "H", "H", "O", "C", "O", "C", "C", "C", "H", "H", "H", "H", "H", "H", "O", "C", "O", "C", "C", "C", "H", "H", "H", "H", "H", "H"], "xyz": [[-2.289, -4.513, -0.095], [-4.387, -1.683, -2.558], [-1.437, -1.349, -1.365], [-1.445, -2.536, -1.200], [-0.684, -0.582, -0.871], [-2.202, -0.976, -2.277], [2.385, 3.891, 2.309], [1.602, 3.620, 1.387], [1.099, 2.348, 1.350], [0.038, 2.407, 0.343], [-0.183, 3.876, -0.009], [1.140, 4.538, 0.337], [-0.982, 2.233, 0.685], [0.235, 1.818, -0.552], [-1.086, 4.298, 0.431], [-0.504, 3.960, -1.047], [0.938, 5.562, 0.651], [1.770, 4.595, -0.551], [3.128, -0.541, -5.909], [2.542, -0.840, -4.793], [1.678, -1.775, -4.673], [1.377, -2.063, -3.351], [2.470, -1.329, -2.566], [3.010, -0.353, -3.482], [1.468, -3.122, -3.112], [0.374, -1.824, -2.995], [3.229, -2.069, -2.313], [2.140, -0.851, -1.644], [4.088, -0.316, -3.329], [2.548, 0.591, -3.191], [-0.785, -2.809, 1.607], [-1.141, -2.159, 2.619], [-1.153, -2.786, 3.810], [-1.744, -1.995, 4.886], [-2.347, -0.815, 4.193], [-1.886, -0.815, 2.781], [-1.000, -1.626, 5.592], [-2.614, -2.534, 5.263], [-2.020, 0.049, 4.772], [-3.437, -0.853, 4.194], [-1.231, 0.038, 2.606], [-2.704, -0.710, 2.068]]}